[1]
This record from the OMol25 dataset describes a cluster of 11 separate species, C40H105F2N6O24S2 in total. The level of theory is wB97M-V/def2-TZVPD.

Geometry as XYZ:
```
179
Properties=species:S:1:pos:R:3:forces:R:3
N -0.352 0.203 2.508 3.15 -1.98 -0.15
S -1.198 -0.428 1.378 -3.50 -2.67 -3.53
O -1.386 -1.898 1.389 0.87 2.29 0.20
O -1.012 0.183 0.084 -0.23 -0.18 0.79
F -2.638 -0.008 1.824 -0.62 1.09 0.50
S 0.954 -0.902 2.286 1.92 0.38 3.04
O 1.323 -1.367 0.981 -0.16 1.06 0.51
O 0.974 -1.869 3.353 -0.14 0.72 -0.60
F 2.174 0.128 2.745 -1.31 -0.69 -0.70
C 3.328 9.230 -7.911 -1.14 0.23 -0.03
O 3.700 7.896 -7.692 -0.63 -0.61 -1.42
C 2.631 7.025 -8.222 1.30 -0.89 2.01
C 3.172 5.581 -8.246 1.40 1.41 0.78
N 2.152 4.574 -8.400 0.06 0.78 0.32
C 2.570 3.408 -9.068 0.07 -2.18 -1.94
C 3.831 2.697 -8.549 0.29 0.47 -0.47
O 3.881 2.776 -7.162 -0.28 -0.84 0.92
C 2.785 2.141 -6.499 0.24 0.28 0.62
H 2.367 9.454 -7.449 -0.19 -0.02 0.79
H 3.028 9.398 -8.946 0.82 0.20 -0.53
H 4.045 9.956 -7.528 0.25 -0.37 -0.24
H 2.237 7.282 -9.205 0.04 0.51 0.11
H 1.912 7.044 -7.403 -0.83 0.17 -0.53
H 3.713 5.394 -7.318 -0.12 0.32 0.45
H 4.033 5.576 -8.915 -0.42 -0.47 -0.90
H 1.994 4.227 -7.465 -0.51 0.48 0.22
H 2.711 3.519 -10.143 0.08 0.58 -0.19
H 1.711 2.737 -9.049 0.01 -0.34 0.20
H 4.741 3.152 -8.940 0.02 0.69 0.28
H 3.998 1.685 -8.920 -0.83 -0.52 0.00
H 2.700 1.054 -6.530 0.73 -0.28 -0.49
H 1.811 2.473 -6.856 -0.05 0.31 0.10
H 2.929 2.392 -5.448 -0.30 0.10 -0.05
C 3.194 -7.184 -3.165 -0.96 -1.18 0.13
O 4.223 -7.213 -4.157 -0.70 0.38 1.04
C 5.122 -6.209 -3.738 -0.52 1.29 -0.11
C 6.091 -5.684 -4.784 -0.74 -0.40 1.31
N 7.233 -6.545 -4.838 0.92 0.21 0.19
C 7.016 -7.820 -5.423 -0.05 -0.57 -1.08
C 8.185 -8.689 -5.083 0.81 -1.29 -1.33
O 8.380 -8.730 -3.720 -1.10 1.66 1.29
C 9.445 -9.395 -3.171 1.05 -0.07 0.14
H 2.520 -6.328 -3.142 0.35 0.59 -0.70
H 3.553 -7.239 -2.137 0.58 -0.17 0.01
H 2.521 -8.032 -3.291 0.26 -0.23 -0.28
H 5.683 -6.505 -2.851 0.20 -0.43 0.15
H 4.510 -5.379 -3.385 -0.08 0.42 -0.04
H 6.407 -4.725 -4.371 0.09 0.23 -0.34
H 5.567 -5.530 -5.727 0.32 -0.10 -0.19
H 7.483 -6.806 -3.895 0.25 0.71 0.43
H 7.002 -7.631 -6.497 -0.16 -0.61 -0.30
H 6.118 -8.367 -5.136 -0.43 0.28 0.16
H 9.057 -8.360 -5.649 0.50 0.38 0.28
H 8.034 -9.717 -5.413 -0.36 -0.28 -0.39
H 9.650 -9.028 -2.165 -0.77 -0.25 0.33
H 10.401 -9.125 -3.621 0.13 -0.34 -0.83
H 9.251 -10.468 -3.190 0.40 -0.22 0.12
C 6.711 4.333 -0.351 -0.80 2.25 0.45
O 5.946 5.653 -0.231 0.90 -1.09 -1.98
C 6.162 6.705 -1.259 -0.79 0.61 1.60
C 4.923 7.651 -1.325 0.46 -2.24 -0.13
N 4.900 8.653 -0.337 0.47 3.93 0.33
C 3.936 9.728 -0.761 -1.63 -1.49 0.90
C 3.612 10.724 0.285 0.54 0.34 2.80
O 4.758 11.518 0.604 0.05 1.47 0.74
C 4.705 12.282 1.884 0.67 -2.16 -1.25
H 6.175 3.575 0.221 -0.45 0.28 -0.24
H 7.655 4.452 0.180 0.25 0.14 -0.38
H 6.837 4.023 -1.388 -0.01 0.15 0.06
H 6.348 6.503 -2.314 0.20 -1.39 0.20
H 6.976 7.343 -0.916 0.44 -0.14 0.03
H 4.059 7.025 -1.103 -0.24 -0.18 -0.60
H 4.886 8.055 -2.336 -0.17 -0.03 -0.34
H 5.729 9.227 -0.401 1.09 -0.60 0.43
H 3.057 9.085 -0.720 -0.83 0.54 -1.11
H 4.066 10.280 -1.692 0.47 -0.69 -0.56
H 3.322 10.150 1.164 0.34 -0.34 0.53
H 2.710 11.330 0.199 0.01 0.33 -1.16
H 4.058 13.159 1.896 -0.29 -0.30 -0.19
H 5.724 12.578 2.134 0.04 0.21 -0.53
H 4.501 11.506 2.622 -0.71 0.38 0.40
C -9.718 2.934 -2.491 -0.12 -0.54 -0.71
O -8.581 3.356 -3.161 1.10 0.65 -0.68
C -8.385 2.779 -4.438 1.01 0.74 -0.79
C -7.277 3.611 -5.192 -0.62 -1.87 0.04
N -5.906 3.088 -4.955 -0.85 0.99 -1.16
C -4.955 3.741 -5.884 -0.60 1.20 0.88
C -5.050 5.310 -5.763 0.98 0.31 0.56
O -5.001 5.697 -4.400 0.43 1.31 0.76
C -3.680 5.854 -3.874 0.10 -1.11 -0.72
H -10.552 3.050 -3.183 -0.62 0.19 0.26
H -9.828 3.533 -1.588 -0.08 -0.24 -0.06
H -9.627 1.863 -2.308 -0.20 -0.20 0.59
H -9.267 2.792 -5.079 -0.63 0.47 0.20
H -8.153 1.715 -4.381 0.51 -0.12 0.26
H -7.557 4.658 -5.072 0.70 0.35 0.89
H -7.391 3.530 -6.273 -0.37 -0.60 -0.19
H -5.625 3.276 -4.003 0.14 0.15 0.09
H -5.062 3.504 -6.942 -0.61 -0.45 0.04
H -3.975 3.346 -5.614 0.21 0.46 0.05
H -5.904 5.892 -6.110 -0.71 -1.13 -0.40
H -4.268 5.835 -6.311 0.67 -0.34 -0.14
H -2.994 6.590 -4.293 -0.64 0.70 -0.79
H -3.214 4.914 -4.170 0.66 -0.24 1.02
H -3.675 6.101 -2.812 -0.45 -0.68 0.00
C -3.929 -13.958 5.227 1.24 0.31 -0.15
O -4.106 -13.203 4.060 -1.18 0.68 -0.17
C -2.952 -12.675 3.421 -0.16 0.11 1.01
C -2.120 -11.582 4.228 -1.27 -0.38 -1.85
N -2.744 -10.262 4.076 0.57 1.19 -0.32
C -1.942 -9.080 4.578 0.40 -2.27 2.00
C -1.559 -9.302 6.091 0.03 1.14 0.51
O -0.429 -10.072 6.563 0.20 -1.16 -1.53
C 0.749 -9.907 5.735 -0.89 1.86 0.17
H -3.431 -13.356 5.987 -0.27 0.11 0.44
H -3.218 -14.760 5.033 -0.06 -0.54 -0.05
H -4.877 -14.354 5.593 0.04 0.19 -0.24
H -3.318 -12.243 2.490 0.02 0.30 0.17
H -2.381 -13.554 3.120 0.83 0.07 0.22
H -1.233 -11.553 3.595 0.64 0.01 0.73
H -1.988 -11.838 5.279 0.57 -0.33 -0.12
H -3.638 -10.264 4.545 -0.11 0.12 0.07
H -2.540 -8.171 4.632 -0.08 -0.16 -0.57
H -0.995 -8.918 4.062 -0.55 0.02 -0.74
H -2.491 -9.641 6.542 0.26 -0.83 0.32
H -1.422 -8.351 6.605 0.07 0.66 -0.43
H 0.528 -9.931 4.668 0.05 -0.93 0.01
H 1.637 -10.475 6.010 -0.70 -0.55 0.25
H 1.041 -8.861 5.835 0.33 0.36 0.24
C -8.272 -4.946 -1.565 1.81 0.51 0.54
C -7.899 -6.080 -0.564 -2.07 0.28 -1.64
O -6.887 -7.003 -1.055 -0.87 1.53 0.67
O -7.164 -4.025 -1.729 -0.74 -0.53 -0.28
H -9.098 -4.333 -1.202 -0.12 -0.26 0.67
H -8.660 -5.304 -2.518 0.63 -0.39 -0.26
H -8.883 -6.548 -0.537 -0.03 -0.92 0.30
H -7.830 -5.628 0.425 1.12 -0.19 0.08
H -6.536 -7.470 -0.294 0.07 -0.05 0.06
H -6.423 -4.403 -1.249 0.19 0.02 -0.14
C 5.583 -0.300 8.788 -0.01 -0.49 -0.50
C 5.055 1.034 9.271 0.38 0.68 0.66
O 4.405 1.833 8.312 -0.17 -0.35 -0.43
O 6.572 -0.800 9.657 0.43 -0.18 1.05
H 6.050 -0.319 7.803 -0.69 0.62 -0.36
H 4.719 -0.964 8.819 0.05 -0.43 -0.42
H 5.859 1.631 9.701 0.13 -0.07 -0.02
H 4.314 0.850 10.049 0.29 -0.19 0.49
H 3.517 1.468 8.297 -0.26 0.35 -0.53
H 7.328 -1.104 9.151 -0.16 0.07 0.04
C -2.005 -0.338 8.580 -1.53 -0.49 0.39
C -1.690 -1.406 9.659 1.56 0.88 -1.64
O -1.587 -0.838 10.917 -0.47 0.68 1.47
O -0.944 0.527 8.164 -0.35 -0.91 0.40
H -2.855 0.266 8.896 0.15 0.37 0.59
H -2.503 -0.904 7.793 0.67 -0.06 -0.76
H -0.723 -1.781 9.324 0.20 -0.43 0.10
H -2.388 -2.244 9.645 -0.35 0.20 -0.06
H -0.759 -0.985 11.381 0.02 -0.22 -0.46
H -0.863 0.436 7.212 0.13 0.00 -0.08
C -0.880 6.484 3.843 1.31 -0.74 1.69
C -2.312 6.335 3.743 -1.57 0.75 -0.02
O -2.676 5.005 3.935 -1.67 -0.65 0.71
O -0.271 5.575 2.914 0.55 1.51 -0.19
H -0.583 6.194 4.850 -0.01 -0.63 0.32
H -0.614 7.534 3.968 0.68 0.18 -1.75
H -2.710 6.857 2.872 0.03 -0.81 -1.01
H -2.833 6.936 4.488 0.15 -0.29 0.75
H -2.181 4.288 3.533 0.10 0.64 -0.54
H -0.463 4.699 3.257 0.42 0.00 0.00
C -9.584 2.359 6.287 -1.45 1.21 -0.86
C -8.797 3.077 5.138 0.73 -1.18 0.92
O -8.311 4.301 5.608 -0.13 1.09 0.00
O -9.102 2.462 7.606 1.09 -1.19 -0.06
H -9.850 1.354 5.961 0.86 -0.52 0.54
H -10.592 2.768 6.347 -0.22 0.62 -0.52
H -9.383 3.147 4.222 -0.56 0.39 0.22
H -7.913 2.540 4.794 -0.09 -0.77 0.28
H -7.353 4.236 5.631 -0.10 0.19 0.09
H -9.240 3.326 8.002 -0.11 0.15 -0.61
```
Positions in Å, forces in eV/Å.

- ΔE to the lowest compared entry with this formula, charge and spin (kJ/mol) = 430.3
- LUMO (eV) = 1.84
- net charge = -1
- HOMO energy (eV) = -6.53

[2]
This record from the OMol25 dataset describes a cluster of 10 separate species, C20H31Cl2N9 in total. The level of theory is wB97M-V/def2-TZVPD.

Geometry as XYZ:
```
62
Properties=species:S:1:pos:R:3:forces:R:3
Cl -1.845 -0.651 -4.125 0.05 0.04 0.01
C -0.868 0.757 -3.604 -0.31 0.12 -0.39
C 0.500 0.639 -4.243 -0.33 0.28 0.13
Cl 1.534 2.023 -3.757 -0.03 -0.19 0.11
H -0.901 0.771 -2.526 0.43 -0.03 0.24
H -1.363 1.653 -3.977 -0.03 -0.05 0.03
H 0.375 0.726 -5.313 0.12 -0.15 -0.20
H 0.985 -0.297 -3.997 0.17 -0.02 0.11
C 4.528 -1.922 -0.193 -0.19 0.03 0.37
C 3.186 -1.994 0.372 2.53 0.12 -1.10
N 2.162 -2.034 0.838 -2.67 -0.12 1.16
H 5.165 -2.621 0.339 0.13 -0.07 -0.05
H 4.906 -0.916 -0.042 0.13 0.07 -0.13
H 4.503 -2.166 -1.246 0.07 -0.01 -0.23
C -1.371 3.497 3.711 0.00 0.38 0.64
C -0.704 4.452 4.602 0.59 0.83 0.60
N -0.183 5.210 5.305 -0.58 -0.84 -0.80
H -2.235 3.977 3.264 -0.19 -0.03 -0.01
H -1.666 2.646 4.323 -0.04 -0.10 -0.26
H -0.695 3.192 2.931 0.19 -0.24 -0.21
C -1.179 -1.402 1.157 0.84 -1.24 0.26
C -0.938 -0.123 0.592 -0.44 -1.44 0.72
N -0.754 0.874 0.099 0.64 2.71 -1.20
H -2.225 -1.607 1.268 -0.43 -0.01 0.18
H -0.603 -1.520 2.072 -0.20 0.11 0.22
H -0.763 -2.133 0.465 -0.17 -0.07 -0.01
C 1.458 -2.486 4.617 -0.68 -0.59 -0.12
C 1.983 -1.802 5.754 -0.44 -0.58 -1.05
N 2.406 -1.259 6.647 0.99 1.19 2.05
H 1.614 -3.555 4.748 0.13 -0.05 -0.22
H 1.934 -2.120 3.722 -0.01 -0.04 -0.42
H 0.379 -2.329 4.592 0.02 0.10 -0.25
C 2.688 2.013 2.299 -0.47 -1.15 -0.66
C 1.807 1.773 3.420 2.30 0.66 -2.71
N 1.181 1.585 4.327 -2.48 -0.76 3.17
H 3.683 1.657 2.535 0.27 0.25 0.09
H 2.652 3.038 2.003 0.28 0.68 0.00
H 2.322 1.415 1.452 0.08 0.15 0.14
C 0.846 -3.861 -2.022 -0.79 -0.10 -0.54
C -0.011 -3.984 -3.240 2.46 0.36 3.38
N -0.679 -4.026 -4.143 -1.87 -0.26 -2.52
H 1.627 -3.125 -2.181 -0.07 0.16 -0.05
H 1.320 -4.809 -1.791 -0.05 -0.16 -0.03
H 0.214 -3.563 -1.177 0.22 -0.02 -0.24
C -4.507 -3.913 -2.523 -1.48 -0.05 -0.94
C -3.677 -3.145 -1.657 -1.96 -2.00 -2.26
N -3.050 -2.513 -0.987 2.63 2.55 2.79
H -5.509 -3.447 -2.570 0.41 -0.16 0.15
H -4.640 -4.926 -2.169 0.14 -0.20 0.04
H -4.144 -3.907 -3.550 0.28 -0.11 0.12
C 2.037 3.941 -0.532 0.23 -0.27 -0.06
C 1.547 4.835 -1.542 1.84 -3.61 4.47
N 1.223 5.486 -2.367 -2.18 4.25 -5.20
H 3.103 3.808 -0.718 -0.02 -0.19 0.22
H 1.505 3.001 -0.627 0.03 -0.25 0.11
H 1.873 4.363 0.445 -0.01 0.12 0.35
C -3.481 1.928 -1.478 0.31 -0.17 -0.23
C -4.411 1.584 -2.522 0.15 0.18 0.49
N -5.117 1.316 -3.373 -0.85 -0.33 -0.95
H -3.973 2.044 -0.527 -0.18 0.14 0.27
H -2.981 2.843 -1.779 0.23 0.10 0.24
H -2.774 1.109 -1.403 0.24 0.07 0.17
```
Positions in Å, forces in eV/Å.

- ΔE to the lowest compared entry with this formula, charge and spin (kJ/mol) = 44.0
- LUMO (eV) = -0.30
- structure (SMILES) = ClCCCl.CC#N.CC#N.CC#N.CC#N.CC#N.CC#N.CC#N.CC#N.CC#N
- net charge = 0
- HOMO energy (eV) = -10.80

[3]
This record from the OMol25 dataset describes a structure of composition C12H25BIrN7S2. The level of theory is wB97M-V/def2-TZVPD.

Geometry as XYZ:
```
48
Properties=species:S:1:pos:R:3:forces:R:3
Ir -0.823 -0.606 0.336 0.04 1.08 -0.75
N -0.962 -0.222 2.411 -0.16 0.13 0.31
C -2.281 0.322 2.859 0.04 0.13 -0.11
C -2.841 1.109 1.699 -0.04 0.05 0.04
N -2.755 0.300 0.440 -0.28 -0.22 -0.34
C -3.832 -0.731 0.282 0.00 -0.07 0.34
C -3.401 -2.034 0.947 -0.12 0.19 -0.37
N -2.057 -2.352 0.385 0.36 -0.29 0.87
H -0.728 -1.066 2.930 0.10 0.08 0.10
H -0.227 0.445 2.633 0.05 -0.05 0.12
H -2.173 0.957 3.738 0.11 0.02 -0.02
H -2.924 -0.499 3.152 -0.02 -0.02 0.03
H -2.254 2.014 1.536 0.02 -0.01 0.00
H -3.870 1.415 1.892 -0.04 -0.04 -0.10
H -2.825 0.962 -0.328 -0.21 -0.05 -0.04
H -3.983 -0.884 -0.788 0.02 -0.05 0.00
H -4.779 -0.383 0.697 0.04 0.09 0.01
H -4.122 -2.821 0.727 0.08 -0.06 -0.07
H -3.317 -1.970 2.024 -0.03 0.03 0.04
H -2.206 -2.665 -0.573 0.14 -0.14 -0.01
H -1.616 -3.138 0.862 -0.20 -0.09 0.05
C 3.906 0.213 2.675 -0.03 0.01 -0.07
N 3.232 1.031 1.657 0.13 0.12 0.08
C 3.562 2.340 1.322 0.06 -0.14 0.07
C 2.702 2.744 0.368 -0.15 -0.17 -0.07
N 1.857 1.665 0.099 -0.24 0.03 0.32
B 0.730 1.541 -0.877 0.68 0.17 -0.15
N 1.201 0.682 -2.102 -0.27 -0.09 0.02
C 2.212 0.977 -2.937 -0.01 0.00 -0.21
C 2.188 0.053 -3.979 0.13 0.15 0.06
N 1.169 -0.788 -3.750 -0.16 0.03 0.00
C 0.757 -1.909 -4.618 0.00 0.03 0.08
C 0.565 -0.413 -2.583 0.12 0.01 -0.01
S -0.674 -1.240 -1.819 0.06 -0.37 -0.61
C 2.198 0.649 0.907 -0.01 -0.08 0.03
S 1.480 -0.940 0.979 0.10 -0.78 -0.32
H 4.692 0.810 3.126 0.01 0.00 0.00
H 4.340 -0.670 2.213 0.02 0.01 -0.01
H 3.191 -0.085 3.439 0.00 0.01 0.00
H 4.375 2.863 1.797 0.00 -0.04 0.02
H 2.618 3.688 -0.142 -0.05 -0.01 0.01
H 0.203 2.560 -1.191 -0.11 -0.12 0.01
H -0.233 0.826 -0.332 -0.20 0.51 0.63
H 2.879 1.811 -2.784 -0.02 -0.01 -0.03
H 2.833 -0.034 -4.840 -0.01 0.00 0.01
H 1.483 -2.000 -5.419 0.01 0.00 0.00
H -0.225 -1.697 -5.035 0.00 0.01 -0.01
H 0.735 -2.827 -4.036 0.03 -0.01 0.00
```
Positions in Å, forces in eV/Å.

- LUMO (spin up / spin down) (eV) = -10.00 / -12.39
- net charge = +3
- <S²> = 0.770
- HOMO energy (spin up / spin down) (eV) = -17.32 / -17.30
- multiplicity = 2

For reference, M by record: 1156.43, 468.44, 534.54 Da.